Density functional theory data (wB97M-V/def2-TZVPD) for a structure of composition C4H4Cl2O at a distorted geometry.

molecular weight	138.98	g/mol
E	-1150.31036	Ha
HOMO	-9.157	eV

The geometry in ORCA input format:
```
! wB97M-V def2-TZVPD RIJCOSX def2/J DEFGRID3
* xyz 0 1
C -0.71 -0.06 0.36
C 0.41 -0.53 -0.08
C -2.04 -0.22 0.92
C 1.74 0.57 -0.96
O -1.42 1.05 0.65
Cl 0.75 -2.17 -0.28
Cl 3.00 0.89 0.18
H -2.86 -0.48 0.26
H -2.16 -0.47 1.96
H 2.08 -0.05 -1.78
H 1.21 1.47 -1.23
*
```

Results of the natural (NBO) charge analysis, in e, for atoms 1 through 8:
1 C 0.21
2 C -0.14
3 C -0.11
4 C -0.37
5 O -0.43
6 Cl 0.03
7 Cl -0.01
8 H 0.19

Density functional theory data (wB97M-V/def2-TZVPD) for an isolated molecule of C4H10ClN at a distorted geometry.

molecular weight	107.58	g/mol
E	-673.33216	Ha
HOMO	-9.270	eV

The geometry in ORCA input format:
```
! wB97M-V def2-TZVPD RIJCOSX def2/J DEFGRID3
* xyz 0 1
C 2.25 -0.40 -0.25
C 1.00 0.23 0.42
Cl 0.99 1.93 0.02
C -0.20 -0.52 -0.20
C -1.56 -0.03 0.41
N -2.07 1.06 -0.38
H 2.12 -1.51 -0.07
H 2.32 -0.29 -1.33
H 3.23 -0.01 0.19
H 1.04 0.12 1.53
H -0.12 -0.41 -1.29
H -0.08 -1.62 0.00
H -1.33 0.36 1.50
H -2.25 -0.95 0.60
H -2.41 0.69 -1.25
H -2.95 1.34 0.09
*
```

Results of the natural (NBO) charge analysis, in e, for atoms 1 through 8:
1 C -0.62
2 C -0.21
3 Cl -0.04
4 C -0.43
5 C -0.21
6 N -0.81
7 H 0.20
8 H 0.22

Density functional theory data (wB97M-V/def2-TZVPD) for a structure of composition C44H43F4MoN7O6S3Sb at a distorted geometry.

molecular weight	1155.76	g/mol
E	-4438.94643	Ha
HOMO (alpha / beta)	-14.759 / -14.776	eV
<S²>	2.02

The geometry in ORCA input format:
```
! wB97M-V def2-TZVPD RIJCOSX def2/J DEFGRID3
* xyz 3 3
Mo -0.41 0.63 0.83
C 3.86 0.96 2.05
C 2.40 0.71 2.04
N 1.74 0.37 0.99
N 2.39 0.11 -0.20
C 1.76 -0.81 -0.98
N 2.27 -1.05 -2.18
S 0.45 -1.65 -0.33
C 1.52 0.76 3.23
C 2.01 0.84 4.52
C 1.11 0.70 5.58
C -0.22 0.50 5.30
C -0.64 0.44 3.98
N 0.21 0.57 2.96
H 4.40 0.07 1.73
H 4.09 1.77 1.34
H 4.23 1.26 3.02
H 3.05 0.78 -0.56
H 2.93 -0.42 -2.61
H 1.76 -1.68 -2.79
H 3.06 0.98 4.71
H 1.47 0.75 6.60
H -0.95 0.38 6.09
H -1.67 0.30 3.71
F -5.45 -1.76 4.78
C -5.41 -1.82 3.44
C -4.30 -1.33 2.81
C -4.19 -1.40 1.41
C -3.03 -0.88 0.72
O -1.99 -0.55 1.41
C -3.11 -0.83 -0.67
C -4.15 -1.45 -1.32
N -5.16 -2.05 -0.69
C -6.16 -2.80 -1.44
C -7.50 -2.19 -1.72
C -6.52 -2.41 -2.83
C -5.25 -1.98 0.70
C -6.38 -2.47 1.36
C -6.49 -2.41 2.74
N -7.61 -2.90 3.41
C -7.98 -2.50 4.76
C -9.44 -2.90 5.02
N -10.24 -2.72 3.77
C -9.80 -3.68 2.67
C -8.34 -4.06 2.91
C -2.12 -0.12 -1.56
O -2.16 -0.23 -2.75
O -1.29 0.68 -0.92
H -3.51 -0.91 3.41
H -4.14 -1.50 -2.40
H -6.12 -3.86 -1.21
H -7.64 -1.16 -1.40
H -8.37 -2.82 -1.67
H -6.06 -1.53 -3.27
H -6.69 -3.21 -3.53
H -7.18 -2.89 0.78
H -7.88 -1.42 4.86
H -7.37 -2.97 5.54
H -9.87 -2.28 5.80
H -9.55 -3.95 5.31
H -10.13 -1.76 3.44
H -11.23 -2.85 3.96
H -9.94 -3.16 1.73
H -10.45 -4.55 2.70
H -7.91 -4.43 1.99
H -8.27 -4.87 3.64
S -1.90 2.43 1.57
Sb -1.57 4.68 0.99
C -3.36 5.40 1.80
C -3.66 5.10 3.13
C -4.82 5.60 3.70
C -5.69 6.38 2.94
C -5.39 6.67 1.62
C -4.22 6.19 1.05
C -0.15 5.30 2.40
C 0.84 4.42 2.83
C 1.74 4.82 3.80
C 1.64 6.09 4.35
C 0.65 6.97 3.93
C -0.25 6.57 2.95
C -1.34 5.84 -0.72
C -0.47 6.91 -0.60
C -0.38 7.83 -1.64
C -1.15 7.66 -2.78
C -2.01 6.57 -2.89
C -2.11 5.65 -1.86
H -2.99 4.50 3.73
H -5.05 5.40 4.74
H -6.59 6.77 3.39
H -6.06 7.29 1.04
H -3.97 6.46 0.03
H 0.91 3.43 2.39
H 2.52 4.15 4.14
H 2.34 6.40 5.12
H 0.58 7.96 4.36
H -1.02 7.26 2.63
H 0.15 7.04 0.28
H 0.29 8.67 -1.56
H -1.08 8.37 -3.59
H -2.61 6.44 -3.79
H -2.76 4.79 -1.96
F 1.81 4.77 -0.43
C 1.92 4.00 -1.51
F 1.81 4.73 -2.60
F 3.13 3.43 -1.48
S 0.63 2.69 -1.52
O 1.16 1.66 -2.35
O -0.60 3.33 -1.87
O 0.67 2.33 -0.04
*
```

Results of the Löwdin charge analysis, in e, for atoms 1 through 8:
1 Mo 1.49
2 C 0.04
3 C -0.20
4 N -0.14
5 N 0.02
6 C -0.78
7 N 0.18
8 S 0.80

Density functional theory data (wB97M-V/def2-TZVPD) for a cluster of 10 separate species, C29H78O11 in total at a distorted geometry.

molecular weight	602.93	g/mol
E	-1978.68889	Ha
HOMO	-9.176	eV

The geometry in ORCA input format:
```
! wB97M-V def2-TZVPD RIJCOSX def2/J DEFGRID3
* xyz 0 1
C 28.33 27.78 20.52
C 28.00 27.74 22.02
C 28.97 28.52 22.89
O 26.78 28.26 22.23
H 27.75 27.10 19.81
H 29.19 27.42 20.11
H 28.18 28.96 20.21
H 28.07 26.71 22.10
H 29.05 29.63 22.49
H 30.06 28.10 23.08
H 28.76 28.40 23.95
H 26.76 29.16 21.98
C 33.15 30.67 14.76
C 31.64 30.47 14.54
C 31.16 29.06 14.96
O 30.96 31.39 15.29
H 33.70 30.15 13.90
H 33.31 30.32 15.67
H 33.39 31.59 14.75
H 31.43 30.76 13.48
H 32.00 28.28 14.60
H 30.40 28.68 14.40
H 31.13 29.13 16.03
H 30.15 31.41 14.98
C 27.33 30.75 15.73
C 27.38 30.56 14.18
C 26.29 31.60 13.58
O 28.62 30.84 13.76
H 27.63 31.78 16.24
H 27.98 30.20 16.28
H 26.24 30.37 16.23
H 27.16 29.43 13.80
H 26.56 32.58 13.88
H 25.39 31.37 13.74
H 26.39 31.64 12.50
H 28.87 30.66 12.88
C 24.98 24.57 21.28
C 24.40 25.64 20.23
C 22.95 25.37 19.85
O 24.60 26.77 21.00
H 24.48 24.35 22.27
H 26.04 24.74 21.41
H 24.91 23.57 20.76
H 24.98 25.85 19.35
H 22.92 24.37 19.37
H 22.77 25.97 18.86
H 22.27 25.71 20.65
H 25.44 26.85 21.46
C 26.45 22.37 15.73
C 25.87 22.58 17.20
C 25.21 21.27 17.80
O 26.94 22.99 18.02
H 26.95 23.08 15.33
H 25.73 22.18 15.08
H 26.98 21.48 15.91
H 25.14 23.43 17.24
H 24.71 21.58 18.72
H 25.90 20.44 17.80
H 24.36 20.80 17.42
H 27.15 23.72 17.68
C 28.52 26.34 15.07
C 28.25 26.54 16.62
C 26.74 26.80 16.80
O 28.52 25.47 17.37
H 28.33 27.27 14.50
H 27.98 25.62 14.52
H 29.51 26.20 14.89
H 28.84 27.29 16.92
H 26.47 27.57 16.32
H 26.60 26.94 17.87
H 26.14 26.06 16.46
H 29.49 25.30 17.59
C 22.13 28.89 17.02
C 22.95 29.16 15.74
C 23.33 28.00 14.83
O 22.17 29.87 14.74
H 21.42 28.33 16.67
H 21.45 29.79 17.40
H 22.62 28.24 17.79
H 23.96 29.75 15.88
H 22.39 27.40 14.54
H 24.02 27.40 15.37
H 23.97 28.47 13.92
H 21.36 30.30 15.13
C 25.94 25.26 12.90
C 24.88 25.07 11.78
C 23.52 25.09 12.47
O 24.99 26.07 10.84
H 26.16 24.41 13.44
H 25.73 26.06 13.56
H 26.66 25.29 12.43
H 25.16 24.04 11.39
H 22.73 24.80 11.68
H 23.12 26.20 12.76
H 23.43 24.37 13.19
H 25.51 25.82 10.12
C 30.59 26.92 12.12
C 30.50 25.62 11.14
C 31.79 25.13 10.50
O 29.94 24.59 11.86
H 31.08 26.64 12.91
H 29.76 27.44 12.55
H 30.98 27.84 11.83
H 29.82 25.83 10.45
H 31.60 24.19 10.02
H 32.60 25.24 11.20
H 32.10 25.89 9.91
H 29.70 23.88 11.26
O 34.29 25.50 18.00
C 33.14 24.64 17.72
C 32.01 25.44 17.17
O 31.03 24.36 16.69
H 34.61 24.81 18.60
H 33.66 23.85 17.16
H 32.61 24.10 18.56
H 32.24 25.84 16.21
H 31.57 26.02 17.98
H 31.16 24.03 15.88
*
```

Results of the Löwdin charge analysis, in e, for atoms 1 through 8:
1 C -0.04
2 C -0.57
3 C -0.06
4 O -0.01
5 H 0.08
6 H 0.02
7 H 0.14
8 H 0.11

Density functional theory data (wB97M-V/def2-TZVPD) for a cluster of 8 separate species, C15H44F6N6O7P in total at a distorted geometry.

molecular weight	565.51	g/mol
E	-2394.02272	Ha
HOMO	-7.105	eV

The geometry in ORCA input format:
```
! wB97M-V def2-TZVPD RIJCOSX def2/J DEFGRID3
* xyz -1 1
P 12.83 14.71 -17.91
F 13.43 15.00 -19.32
F 13.16 16.18 -17.34
F 11.41 15.27 -18.55
F 11.97 14.41 -16.50
F 12.57 13.20 -18.49
F 14.26 14.18 -17.24
C 13.56 14.44 -13.19
O 13.38 14.24 -11.98
N 14.07 15.57 -13.68
N 13.49 13.52 -14.13
H 14.10 16.30 -12.99
H 14.19 15.82 -14.65
H 13.07 12.62 -13.92
H 13.61 13.91 -15.05
C 13.08 15.54 -22.60
O 13.02 15.73 -23.74
N 12.30 14.71 -21.98
N 13.87 16.23 -21.80
H 11.70 14.09 -22.50
H 12.50 14.35 -21.06
H 14.61 16.81 -22.15
H 13.97 16.07 -20.81
C 9.53 15.48 -14.68
O 8.63 15.82 -14.00
N 10.65 16.14 -14.75
N 9.51 14.65 -15.64
H 11.34 15.89 -15.44
H 10.83 16.89 -14.09
H 8.65 14.13 -15.61
H 10.42 14.47 -16.05
C 9.10 10.45 -16.12
C 10.55 10.90 -16.38
C 11.62 9.84 -16.26
O 10.68 11.28 -17.77
H 9.20 9.88 -15.20
H 8.69 10.02 -17.04
H 8.56 11.39 -16.04
H 10.86 11.74 -15.75
H 11.98 9.73 -15.24
H 12.46 10.09 -16.91
H 11.31 8.88 -16.67
H 11.42 11.85 -17.97
C 16.36 16.68 -17.73
C 17.26 17.52 -18.54
C 17.42 18.97 -18.11
O 18.54 16.87 -18.50
H 16.90 16.41 -16.82
H 16.11 15.77 -18.27
H 15.49 17.20 -17.33
H 17.05 17.43 -19.60
H 18.19 19.43 -18.72
H 17.80 19.16 -17.10
H 16.45 19.46 -18.21
H 18.60 16.29 -19.26
C 10.37 17.56 -21.35
C 10.93 18.77 -20.56
C 12.11 18.49 -19.56
O 11.58 19.49 -21.48
H 9.60 17.89 -22.04
H 9.84 16.97 -20.61
H 11.04 16.91 -21.91
H 10.12 19.29 -20.04
H 13.07 18.28 -20.03
H 11.89 17.76 -18.77
H 12.29 19.44 -19.06
H 12.16 18.94 -22.02
C 14.98 10.82 -19.52
C 16.00 11.65 -20.41
C 15.44 11.92 -21.82
O 16.16 12.89 -19.76
H 15.68 10.21 -18.95
H 14.40 10.06 -20.04
H 14.31 11.38 -18.86
H 17.02 11.24 -20.42
H 16.16 12.57 -22.32
H 14.49 12.45 -21.77
H 15.14 10.99 -22.28
H 15.28 13.27 -19.64
*
```

Results of the Löwdin charge analysis, in e, for atoms 1 through 8:
1 P 0.25
2 F -0.14
3 F -0.14
4 F -0.16
5 F -0.21
6 F -0.16
7 F -0.16
8 C -0.75

Density functional theory data (wB97M-V/def2-TZVPD) for a structure of composition C9H17CdNO4 at a distorted geometry.

molecular weight	315.65	g/mol
E	-875.76787	Ha
HOMO	-14.054	eV

The geometry in ORCA input format:
```
! wB97M-V def2-TZVPD RIJCOSX def2/J DEFGRID3
* xyz 2 1
C -1.72 3.92 2.02
C -1.29 3.04 0.86
O -1.06 3.84 -0.34
C 0.00 2.29 1.13
N 0.47 1.59 -0.05
C 1.45 0.53 0.22
C 0.77 -0.84 0.38
O 1.17 -1.64 -0.71
C 0.61 -2.89 -0.81
C -0.01 -3.32 -2.14
C -0.29 -4.76 -1.74
O 0.98 -5.16 -1.16
C 1.61 -4.09 -0.68
O 2.73 -4.05 -0.27
H -1.19 4.89 1.89
H -1.41 3.53 2.99
H -2.79 4.11 2.05
H -2.08 2.33 0.63
H -1.92 4.06 -0.73
H 0.75 3.01 1.51
H -0.21 1.57 1.92
H 0.86 2.25 -0.71
H 2.12 0.45 -0.63
H 2.04 0.76 1.11
H -0.32 -0.71 0.40
H 1.07 -1.32 1.32
H -0.14 -3.06 -0.02
H -0.84 -2.73 -2.52
H 0.79 -3.38 -2.88
H -0.58 -5.43 -2.54
H -1.02 -4.83 -0.93
Cd -0.57 6.04 0.42
*
```

Results of the natural (NBO) charge analysis, in e, for atoms 1 through 8:
1 C -0.56
2 C 0.05
3 O -0.75
4 C -0.25
5 N -0.55
6 C -0.26
7 C -0.07
8 O -0.45

Density functional theory data (wB97M-V/def2-TZVPD) for a structure of composition C36H57AsAuBrN2P.

molecular weight	900.63	g/mol
E	-6801.36036	Ha
HOMO (alpha / beta)	-16.057 / -17.404	eV
<S²>	2.03

The geometry in ORCA input format:
```
! wB97M-V def2-TZVPD RIJCOSX def2/J DEFGRID3
* xyz 3 3
Au -0.05 0.21 0.32
Br 7.53 -0.62 0.58
C 5.76 -0.86 0.49
C 5.16 -1.93 1.23
C 3.82 -2.13 1.13
C 3.04 -1.29 0.29
C 3.63 -0.19 -0.39
C 4.97 0.02 -0.32
N 1.68 -1.51 0.12
C 1.25 -2.70 -0.11
C -0.16 -3.00 -0.32
C -0.53 -4.29 -0.61
C -1.88 -4.55 -0.86
C -2.77 -3.50 -0.80
C -2.30 -2.22 -0.49
N -1.02 -1.96 -0.25
H 5.78 -2.56 1.85
H 3.35 -2.94 1.68
H 3.00 0.45 -0.99
H 5.45 0.82 -0.86
H 1.96 -3.53 -0.23
H 0.20 -5.09 -0.64
H -2.22 -5.55 -1.09
H -3.82 -3.65 -1.00
H -2.98 -1.38 -0.43
C 1.09 -2.77 5.56
C 2.22 -2.33 4.64
C 1.93 -0.96 3.99
C 0.41 -0.73 3.85
C -0.26 -2.07 3.52
C -0.22 -2.97 4.77
P -0.02 0.62 2.73
C 1.08 2.06 2.94
C 1.13 2.61 4.38
C 2.37 3.50 4.58
C 2.73 4.23 3.29
C 3.17 3.23 2.21
C 2.50 1.86 2.38
C -1.72 1.22 3.06
C -2.81 0.40 2.34
C -4.18 0.78 2.91
C -4.30 0.24 4.35
C -2.95 0.27 5.09
C -2.04 1.39 4.58
H 0.95 -2.02 6.34
H 1.35 -3.69 6.08
H 2.36 -3.09 3.86
H 3.16 -2.28 5.18
H 2.40 -0.92 3.00
H 2.37 -0.16 4.59
H 0.00 -0.37 4.80
H 0.31 -2.54 2.70
H -1.28 -1.96 3.16
H -0.33 -4.01 4.47
H -1.08 -2.74 5.40
H 0.59 2.79 2.30
H 1.15 1.80 5.12
H 0.23 3.19 4.58
H 3.22 2.90 4.91
H 2.17 4.21 5.38
H 3.53 4.95 3.47
H 1.87 4.82 2.95
H 4.26 3.11 2.24
H 2.95 3.63 1.21
H 3.08 1.25 3.07
H 2.47 1.33 1.43
H -1.70 2.21 2.59
H -2.66 -0.67 2.49
H -2.75 0.59 1.27
H -4.98 0.39 2.29
H -4.28 1.87 2.90
H -4.67 -0.78 4.31
H -5.05 0.82 4.89
H -2.44 -0.69 5.00
H -3.12 0.42 6.16
H -1.14 1.45 5.18
H -2.55 2.35 4.70
C -0.68 5.22 -0.69
C -0.31 4.01 0.17
As -0.80 2.34 -0.67
C 0.10 2.39 -2.39
C 0.03 1.08 -3.16
C -2.69 2.55 -1.07
C -3.46 1.28 -1.41
H -0.38 6.13 -0.17
H -1.76 5.29 -0.86
H -0.17 5.22 -1.65
H -0.82 4.05 1.14
H 0.76 3.97 0.36
H 1.13 2.68 -2.18
H -0.35 3.21 -2.95
H 0.48 0.25 -2.61
H 0.56 1.17 -4.11
H -1.00 0.80 -3.40
H -2.69 3.24 -1.91
H -3.13 3.07 -0.22
H -2.94 0.65 -2.13
H -4.42 1.54 -1.85
H -3.67 0.69 -0.52
*
```

Results of the Löwdin charge analysis, in e, for atoms 1 through 8:
1 Au 0.67
2 Br 1.13
3 C -0.66
4 C -0.04
5 C 0.01
6 C -0.22
7 C 0.01
8 C -0.05

Density functional theory data (wB97M-V/def2-TZVPD) for the ion C6H12N2P with charge +1 at a distorted geometry.

molecular weight	143.15	g/mol
E	-686.31817	Ha
HOMO (alpha / beta)	-9.623 / -14.784	eV
<S²>	2.02

The geometry in ORCA input format:
```
! wB97M-V def2-TZVPD RIJCOSX def2/J DEFGRID3
* xyz 1 3
C 0.27 -0.04 0.66
C 0.53 -0.19 -1.61
C -0.60 0.20 1.85
C 0.12 -0.19 -3.03
C -1.73 -0.07 -0.70
C 2.53 0.19 1.67
N -0.29 -0.14 -0.55
N 1.63 0.06 0.54
P 2.18 -0.06 -1.03
H -0.02 0.98 2.49
H -0.79 -0.71 2.43
H -1.55 0.63 1.53
H 0.80 -0.86 -3.54
H 0.20 0.78 -3.41
H -0.79 -0.64 -3.22
H -2.09 -0.91 -0.16
H -2.24 0.75 -0.25
H -1.85 -0.10 -1.79
H 2.58 -0.81 2.22
H 2.31 1.16 2.23
H 3.64 0.17 1.34
*
```

Results of the natural (NBO) charge analysis, in e, for atoms 1 through 8:
1 C 0.53
2 C -0.05
3 C -0.69
4 C -0.67
5 C -0.42
6 C -0.46
7 N -0.31
8 N -0.72

Q: Among the records above, which one has the lowest E?
A: C36H57AsAuBrN2P

Q: Which of these has the lowest E?
A: C36H57AsAuBrN2P

Q: Among the records above, which one has the lowest molecular weight?
A: C4H10ClN